# 1
{
  "formula": "C18H12FN5Pd",
  "method": "ωB97M-V with the def2-TZVPD basis set",
  "charge": 2,
  "e_homo_ha": [-0.5544, -0.5544],
  "spin_multiplicity": 1,
  "e_tot_ev": -32491.4749,
  "species": ["Pd", "C", "C", "C", "C", "N", "C", "N", "C", "N", "C", "N", "C", "C", "C", "C", "C", "N", "C", "C", "C", "C", "C", "C", "H", "H", "H", "H", "H", "H", "H", "H", "H", "H", "H", "H", "F"],
  "xyz": [[0.0030, 0.0306, -0.0009], [-4.0338, 1.4144, 0.0831], [-4.7545, 0.6318, -0.7882], [-4.0724, -0.3717, -1.4630], [-2.6930, -0.5598, -1.2451], [-1.9981, 0.2338, -0.3730], [-2.6498, 1.1855, 0.2669], [-2.1534, -1.5628, -1.9525], [-0.9115, -1.9761, -1.9586], [0.1173, -1.4490, -1.2217], [1.2445, -2.1702, -1.5215], [2.4382, -1.9759, -1.0216], [2.8260, -1.0554, -0.1269], [4.1926, -1.1138, 0.2113], [4.7223, -0.2178, 1.1302], [3.8668, 0.7071, 1.6813], [2.5022, 0.7246, 1.3086], [1.9955, -0.1242, 0.4351], [0.9325, -3.2081, -2.4942], [1.7159, -4.1748, -3.0998], [1.0757, -5.0183, -3.9983], [-0.2900, -4.8952, -4.2754], [-1.0726, -3.9234, -3.6656], [-0.4309, -3.0852, -2.7709], [-4.4982, 2.2147, 0.6431], [-5.8128, 0.7868, -0.9459], [-4.5586, -1.0343, -2.1650], [-2.0632, 1.7906, 0.9468], [4.7907, -1.8744, -0.2701], [5.7690, -0.2516, 1.3987], [4.2087, 1.4360, 2.4035], [1.8116, 1.4449, 1.7290], [2.7710, -4.2695, -2.8854], [1.6436, -5.7910, -4.4982], [-0.7439, -5.5757, -4.9827], [-2.1277, -3.8278, -3.8793], [-0.1196, 1.4752, 1.2439]],
  "atomic_forces_ev_per_a": [[-0.04, 0.16, 0.28], [-0.05, -0.01, -0.02], [0.00, 0.01, 0.01], [0.03, 0.04, 0.04], [0.01, -0.07, -0.04], [-0.04, 0.07, 0.04], [0.07, -0.04, -0.04], [0.01, 0.01, 0.00], [-0.01, -0.01, -0.01], [0.03, -0.19, -0.24], [0.01, -0.01, -0.01], [0.00, 0.02, 0.00], [-0.01, -0.07, -0.04], [-0.04, 0.05, 0.03], [-0.01, 0.01, 0.01], [0.05, -0.02, 0.00], [-0.05, -0.02, -0.06], [0.04, 0.06, 0.05], [-0.01, -0.01, -0.01], [-0.06, 0.02, 0.00], [-0.02, 0.00, -0.01], [0.02, -0.01, 0.00], [0.05, 0.01, 0.03], [0.01, -0.01, 0.00], [0.00, 0.00, 0.00], [0.00, 0.01, 0.00], [0.01, -0.01, -0.01], [0.00, -0.01, 0.00], [0.00, -0.01, -0.01], [0.00, 0.01, 0.01], [0.00, 0.00, 0.00], [0.00, 0.00, 0.00], [0.01, -0.01, 0.00], [0.00, 0.00, 0.00], [0.00, 0.00, 0.00], [0.00, -0.01, -0.01], [0.01, 0.05, -0.01]],
  "mulliken_charge": [1.341, -0.639, -0.579, -0.089, 0.410, -0.039, -0.205, -0.308, -0.285, -0.218, -0.285, -0.309, 0.411, -0.085, -0.585, -0.636, -0.206, -0.040, 0.448, -0.229, -0.672, -0.677, -0.220, 0.434, 0.444, 0.461, 0.509, 0.587, 0.508, 0.461, 0.444, 0.588, 0.549, 0.431, 0.430, 0.549, -0.698]
}



# 2
{
  "formula": "C18H12FeN4O2S",
  "method": "ωB97M-V with the def2-TZVPD basis set",
  "charge": -1,
  "e_homo_ha": [-0.1567, -0.1426],
  "spin_multiplicity": 2,
  "e_tot_ev": -74138.2557,
  "species": ["Fe", "O", "C", "N", "C", "C", "C", "C", "C", "C", "N", "C", "O", "C", "C", "C", "C", "C", "N", "C", "C", "C", "C", "C", "N", "H", "H", "H", "H", "H", "H", "H", "H", "H", "H", "H", "H", "S"],
  "xyz": [[-0.5311, -0.0636, 0.0863], [1.9887, -3.1503, -1.0256], [1.0623, -2.4153, -0.6991], [1.0761, -1.0939, -0.4291], [2.3016, -0.4098, -0.5185], [3.5470, -0.9413, -0.8616], [4.6645, -0.1212, -0.9019], [4.5523, 1.2241, -0.6034], [3.3216, 1.7636, -0.2615], [2.1884, 0.9480, -0.2172], [0.8741, 1.3281, 0.1084], [0.6421, 2.6200, 0.4186], [1.4286, 3.5605, 0.4642], [-0.7810, 2.8961, 0.7440], [-1.1358, 4.1921, 1.0778], [-2.4547, 4.4667, 1.3830], [-3.3512, 3.4182, 1.3361], [-2.9071, 2.1516, 0.9916], [-1.6331, 1.8683, 0.6930], [-0.2868, -3.0237, -0.5698], [-0.4203, -4.3782, -0.8240], [-1.6674, -4.9605, -0.7089], [-2.7195, -4.1458, -0.3421], [-2.4937, -2.7990, -0.1066], [-1.2919, -2.2187, -0.2138], [3.6358, -1.9858, -1.0936], [5.6227, -0.5499, -1.1698], [5.4209, 1.8710, -0.6326], [3.2362, 2.8085, -0.0298], [-0.3535, 4.9359, 1.0835], [-2.7693, 5.4686, 1.6486], [-4.4008, 3.5518, 1.5614], [-3.6069, 1.3226, 0.9525], [0.4695, -4.9215, -1.1042], [-1.8102, -6.0171, -0.9001], [-3.7262, -4.5258, -0.2306], [-3.3169, -2.1528, 0.1819], [-4.3754, -0.5214, 0.7130]],
  "atomic_forces_ev_per_a": [[2.00, 0.24, -0.33], [0.13, -0.04, -0.03], [-0.14, -0.06, 0.02], [-0.28, -0.06, 0.04], [0.05, -0.01, -0.01], [0.05, -0.05, -0.02], [0.00, 0.00, 0.00], [0.00, 0.00, 0.00], [0.04, 0.06, 0.01], [0.04, 0.02, 0.00], [-0.29, -0.01, 0.05], [-0.15, 0.03, 0.03], [0.12, 0.07, -0.01], [0.07, -0.05, -0.03], [0.00, -0.02, 0.00], [0.01, -0.01, 0.00], [-0.03, 0.02, 0.01], [0.05, -0.01, -0.01], [-0.32, -0.38, -0.02], [0.06, 0.07, 0.00], [0.00, 0.02, 0.00], [0.00, 0.01, 0.00], [-0.02, -0.03, 0.00], [0.04, 0.02, 0.00], [-0.38, 0.30, 0.13], [0.02, 0.03, 0.00], [0.01, 0.01, 0.00], [0.01, 0.00, 0.00], [0.03, -0.02, -0.01], [0.00, 0.00, 0.00], [0.00, 0.00, 0.00], [-0.01, -0.02, 0.00], [-0.04, 0.06, 0.02], [0.00, 0.00, 0.00], [0.00, 0.00, 0.00], [-0.01, 0.01, 0.00], [-0.03, -0.06, -0.01], [-1.03, -0.13, 0.16]],
  "mulliken_charge": [0.144, -0.804, 0.575, 0.130, 0.140, -0.574, -0.652, -0.647, -0.574, 0.134, 0.131, 0.579, -0.800, 0.588, -0.573, -0.318, -0.929, 0.422, -0.232, 0.614, -0.622, -0.295, -0.933, 0.439, -0.223, 0.519, 0.356, 0.356, 0.519, 0.454, 0.401, 0.421, -0.159, 0.448, 0.405, 0.420, -0.170, -0.692]
}



# 3
{
  "formula": "C18H13ClFN3O3S",
  "method": "ωB97M-V with the def2-TZVPD basis set",
  "smiles": "O=C(CSc1nnc(CNC(=O)c2c(F)cccc2Cl)o1)c1ccccc1",
  "e_homo_ha": -0.3283,
  "e_above_lowest_kcal_mol": 3.0,
  "spin_multiplicity": 1,
  "e_tot_ev": -55564.6679,
  "species": ["O", "C", "C", "S", "C", "N", "N", "C", "C", "N", "C", "O", "C", "C", "F", "C", "C", "C", "C", "Cl", "O", "C", "C", "C", "C", "C", "C", "H", "H", "H", "H", "H", "H", "H", "H", "H", "H", "H", "H", "H"],
  "xyz": [[-1.5645, -1.6478, 0.7189], [-2.6510, -1.1805, 0.4775], [-3.4400, -1.6009, -0.7588], [-2.2885, -2.0380, -2.1012], [-1.4277, -0.5534, -2.0607], [-1.7342, 0.4908, -1.3466], [-0.7781, 1.4072, -1.5910], [0.0490, 0.8913, -2.4371], [1.3450, 1.4635, -2.8927], [2.3576, 1.1334, -1.9095], [3.1348, 0.0278, -2.0590], [3.2560, -0.5740, -3.0973], [3.8504, -0.3601, -0.7929], [5.2388, -0.3501, -0.7202], [5.9408, 0.1145, -1.7642], [5.9209, -0.7708, 0.4073], [5.1950, -1.2298, 1.4924], [3.8117, -1.2569, 1.4538], [3.1455, -0.8216, 0.3182], [1.4108, -0.8819, 0.2782], [-0.3124, -0.3704, -2.7855], [-3.3036, -0.1804, 1.3462], [-2.4820, 0.6360, 2.1223], [-3.0310, 1.5999, 2.9450], [-4.4069, 1.7446, 3.0168], [-5.2313, 0.9230, 2.2640], [-4.6871, -0.0314, 1.4251], [-4.0913, -0.8043, -1.1114], [-4.0144, -2.5045, -0.5510], [1.2582, 2.5467, -2.9908], [1.6455, 1.0036, -3.8370], [2.2146, 1.5053, -0.9822], [6.9984, -0.7392, 0.4183], [5.7111, -1.5701, 2.3763], [3.2448, -1.6169, 2.2971], [-1.4129, 0.5080, 2.0513], [-2.3880, 2.2377, 3.5327], [-4.8393, 2.4954, 3.6616], [-6.3040, 1.0297, 2.3296], [-5.3408, -0.6755, 0.8563]],
  "atomic_forces_ev_per_a": [[-0.15, 0.03, 0.14], [-0.08, -0.24, 0.04], [0.50, -0.04, -0.54], [-0.30, -0.51, -0.04], [-0.29, 0.64, 0.35], [-0.70, -1.16, -0.18], [1.22, 0.97, -0.52], [-0.33, 0.51, 0.24], [0.00, -0.28, -0.08], [0.08, 0.36, -0.09], [0.16, 0.33, 0.37], [0.02, -0.26, -0.25], [0.06, -0.19, -0.08], [-0.11, -0.02, 0.24], [-0.10, -0.06, 0.03], [-0.01, 0.06, -0.23], [-0.09, 0.04, -0.12], [-0.16, 0.00, 0.04], [0.26, 0.05, -0.06], [0.01, -0.16, 0.17], [0.03, -0.18, -0.06], [-0.03, 0.34, 0.53], [-0.06, -0.12, -0.11], [0.04, 0.00, 0.02], [-0.08, -0.03, -0.02], [-0.12, 0.09, 0.08], [0.29, -0.10, -0.06], [-0.04, -0.06, 0.12], [-0.03, 0.00, -0.03], [-0.05, -0.16, -0.05], [-0.03, 0.20, 0.08], [0.07, -0.12, -0.04], [0.11, 0.02, -0.02], [0.04, -0.03, 0.08], [-0.08, -0.04, 0.06], [0.11, -0.02, -0.02], [0.06, 0.06, 0.04], [-0.04, 0.06, 0.05], [-0.08, 0.00, 0.01], [-0.08, -0.04, -0.10]],
  "mulliken_charge": [-0.499, 0.514, -0.895, -0.193, 0.571, 0.081, -0.871, 0.845, -1.064, -0.204, 0.359, -0.603, -0.120, 0.470, -0.287, -0.694, -0.350, -0.666, 0.353, 0.116, -0.325, 0.573, -0.566, -0.538, -0.389, -0.646, -0.248, 0.446, 0.441, 0.389, 0.384, 0.341, 0.457, 0.381, 0.464, 0.430, 0.391, 0.380, 0.379, 0.394]
}